25
Properties=species:S:1:pos:R:3:mulliken_charge:R:1 method="wB97M-V/def2-TZVPD" homo_energy_ev="-14.748 / -14.794" multiplicity=2 gap_ev="1.834 / 1.857" s2=0.766 charge=+3 energy_ha=-2949.40643
Sr -1.7952 -1.1482 -0.4409 1.842
Sr -0.6339 2.5867 0.7827 1.942
Sr 0.7774 -3.2139 3.4985 2.157
Sr 3.6612 0.8238 2.7169 1.873
Sr 1.6566 -2.2766 -2.3135 1.827
S 0.8249 -0.4575 0.9161 0.740
O -0.4093 0.3237 0.9200 -0.797
O 0.5511 -1.2220 -0.3417 -0.820
O 2.0967 0.2512 0.9038 -0.556
O 0.6442 -1.4421 2.0327 -0.824
S -3.4867 1.1946 1.1385 1.447
O -4.8068 1.8169 0.9997 -0.595
O -2.6504 2.0762 1.9563 -0.864
O -3.5112 -0.2428 1.4151 -0.717
O -2.7037 1.4553 -0.1133 -0.937
S 3.0299 3.6668 0.4227 1.107
O 2.8904 3.6179 -1.0413 -0.413
O 3.5924 4.9219 0.9980 -0.288
O 1.6720 3.5092 0.9613 -0.646
O 3.8928 2.5065 0.9027 -0.759
S -1.1025 -3.7824 -3.2939 1.096
O 0.2961 -3.8146 -3.7777 -0.892
O -1.0184 -2.5741 -2.2941 -0.792
O -2.1379 -3.5648 -4.3349 -0.556
O -1.3296 -5.0115 -2.6138 -0.577

***

68
Properties=species:S:1:pos:R:3:mulliken_charge:R:1 method="wB97M-V/def2-TZVPD" homo_energy_ev=-13.494 gap_ev=6.481 charge=+2 energy_ha=-3683.05811
Au 0.8741 0.2353 -0.2126 0.833
O 1.2576 -0.4244 2.3830 -0.368
C 1.7397 0.4322 1.7629 0.121
C 2.7853 1.4546 1.9245 0.331
C 3.6735 1.3348 2.9873 -0.784
C 4.6713 2.2943 3.0952 -0.629
C 4.7496 3.3326 2.1733 -0.678
C 3.8364 3.4457 1.1278 -0.195
C 2.8407 2.4924 1.0022 -0.346
P 1.5524 2.4640 -0.2615 1.190
C 2.2912 2.9985 -1.7981 0.397
C 3.2915 2.2015 -2.3618 -0.484
C 3.9267 2.6114 -3.5187 -0.886
C 3.5593 3.8116 -4.1207 -0.538
C 2.5696 4.6046 -3.5614 -0.754
C 1.9311 4.2040 -2.3953 -0.376
C 0.2583 3.5923 0.2294 0.581
C -0.8768 3.6743 -0.5812 -0.372
C -1.9020 4.5369 -0.2389 -0.797
C -1.8027 5.3099 0.9123 -0.592
C -0.6809 5.2221 1.7233 -0.740
C 0.3548 4.3636 1.3849 -0.469
H 3.5975 0.5182 3.6914 0.586
H 5.3962 2.2242 3.8938 0.464
H 5.5364 4.0690 2.2675 0.481
H 3.9086 4.2614 0.4201 0.568
H 3.5921 1.2754 -1.8831 0.630
H 4.7079 2.0024 -3.9523 0.460
H 4.0531 4.1292 -5.0289 0.416
H 2.2934 5.5388 -4.0299 0.452
H 1.1630 4.8300 -1.9599 0.414
H -0.9668 3.0664 -1.4748 0.482
H -2.7800 4.6052 -0.8659 0.465
H -2.6062 5.9837 1.1773 0.428
H -0.6089 5.8245 2.6179 0.441
H 1.2259 4.3048 2.0246 0.402
C 2.6862 -3.5378 0.9791 -0.342
C 3.6496 -2.9980 -0.0742 -0.968
S 3.2748 -1.3383 -0.7124 0.142
C 2.6397 -1.6312 -2.3811 -0.981
C 1.3222 -2.3838 -2.4813 -0.510
S -0.0749 -1.5009 -1.7168 -0.052
C -0.8499 -2.7651 -0.6707 -0.733
C -0.1362 -3.2254 0.5919 0.361
S 1.2247 -4.4069 0.3513 -0.125
H 2.3535 -2.7494 1.6555 -0.026
H 3.2226 -4.2659 1.5884 0.493
H 3.7130 -3.6712 -0.9304 0.447
H 4.6523 -2.9238 0.3480 0.517
H 3.4018 -2.1677 -2.9483 0.632
H 2.5595 -0.6359 -2.8243 0.289
H 1.3970 -3.3542 -1.9943 0.199
H 1.0620 -2.5369 -3.5285 0.567
H -1.0524 -3.6011 -1.3421 0.549
H -1.8105 -2.3158 -0.4131 0.290
H -0.8813 -3.7265 1.2104 0.524
H 0.2248 -2.3755 1.1728 -0.705
S -1.7958 0.5899 0.8210 -0.219
C -2.6535 -0.4865 1.7813 0.225
N -3.9660 -0.6459 1.7499 -0.185
C -4.5531 -1.7081 2.5644 -0.584
C -3.5288 -2.0096 3.6583 -0.508
S -1.9180 -1.5251 2.9658 -0.018
H -4.5071 -0.1190 1.0793 0.230
H -4.7458 -2.5843 1.9417 0.288
H -5.4958 -1.3680 2.9882 0.333
H -3.5110 -3.0660 3.9120 0.378
H -3.7078 -1.4262 4.5588 0.354